(1)
A single C19H20N4O3 molecule at a distorted geometry, computed with ωB97M-V with the def2-TZVPD basis set.

The HOMO-LUMO gap comes out at 7.72 eV. For the calculated total energy, the calculation gives -32115.513 eV. As for the relative energy (zero: lowest compared OMol25 entry of this formula, charge and spin): 400.9 kcal per mole.

CARTESIAN COORDINATES (ANGSTROEM)
C 3.94740 2.75927 1.09325
H 4.51453 3.68847 0.70688
O 4.51540 1.88669 0.05955
C 3.83792 0.53493 0.08551
C 2.92888 -0.05106 0.94600
C 2.25076 -1.19993 1.03502
C 2.48902 -2.07015 0.06737
C 3.50684 -1.51344 -1.15746
C 4.06196 -0.26766 -1.03383
H 4.86337 0.00285 -1.68546
H 3.70960 -1.99424 -1.83692
C 1.75246 -3.12708 -0.40195
O 2.42310 -4.42022 -0.80597
C 0.43218 -3.06164 -0.01513
C -0.46982 -4.24137 -0.07717
N -1.77323 -3.78304 0.34152
C -1.64830 -2.54468 0.26920
C -0.41531 -2.03394 0.12669
H 0.08943 -0.86837 -0.10657
C -2.96830 -1.58819 0.45553
O -4.07659 -2.18348 0.18842
N -2.89732 -0.20587 0.68182
H -1.85144 0.18341 0.64567
C -3.95333 0.66650 0.69703
H -4.79067 0.16424 0.30092
C -3.82789 1.53096 -0.73460
H -3.66631 0.70998 -1.59818
H -4.87996 2.07149 -0.88676
C -3.02189 2.65782 -0.53529
N -1.53147 2.25343 -0.46195
C -0.76376 2.49173 0.51198
N 0.39415 1.89137 0.21839
C 0.45951 1.54102 -0.92978
C -0.81805 1.59782 -1.53295
H -1.20347 1.47232 -2.49181
H 1.34872 1.27439 -1.35161
H -1.08245 2.80239 1.32065
H -3.05786 3.32955 -1.27929
H -3.20106 3.35325 0.24134
H -3.98178 1.36154 1.52318
H -2.47624 -4.35610 0.47486
H -0.37299 -5.20002 0.26475
H 1.52979 -1.48708 1.78600
H 2.61078 0.60829 1.96934
H 4.10064 2.57539 1.95788
H 2.96308 2.78846 0.95391



(2)
A single C19H20N4O3 molecule at a distorted geometry, computed with ωB97M-V with the def2-TZVPD basis set.

The HOMO-LUMO gap comes out at 9.10 eV. For the calculated total energy, the calculation gives -32131.429 eV. As for the relative energy (zero: lowest compared OMol25 entry of this formula, charge and spin): 33.9 kcal per mole.

CARTESIAN COORDINATES (ANGSTROEM)
C 1.98102 1.07622 1.97999
C 1.20403 -0.17825 1.71573
C -0.03750 -0.19513 1.19900
N -0.71909 -1.40243 0.92421
C -1.02117 -2.37264 1.82420
O -0.64704 -2.38622 2.98385
C -1.84971 -3.45124 1.25968
C -2.32089 -4.59151 1.85874
C -3.06833 -5.27320 0.87494
C -2.99969 -4.50221 -0.24667
O -2.26906 -3.40201 -0.02763
H -3.41556 -4.62661 -1.22737
H -3.58447 -6.20456 0.98526
H -2.14413 -4.88635 2.87200
H -1.28206 -1.34844 0.08051
C -0.83355 0.94913 0.66932
O -1.56489 0.79131 -0.29925
N -0.79148 2.11580 1.35324
H -0.11945 2.22187 2.09315
C -1.38766 3.30773 0.80233
H -1.74932 3.94145 1.61461
H -2.23445 2.97955 0.19380
C -0.38523 4.08732 -0.07746
C 0.27019 3.13692 -1.01423
N 1.41471 2.56363 -0.77465
C 1.60603 1.66421 -1.79508
C 2.64171 0.76719 -2.02389
C 2.54802 -0.04296 -3.13587
C 1.45903 0.02784 -4.00680
C 0.41993 0.91235 -3.79696
C 0.50504 1.72507 -2.67968
N -0.31843 2.69159 -2.16126
H -1.24423 2.91679 -2.48293
H -0.42549 0.96095 -4.46669
H 1.42904 -0.62939 -4.86337
H 3.33326 -0.75555 -3.34171
H 3.47935 0.71131 -1.34753
H -0.91103 4.87477 -0.61883
H 0.38663 4.53451 0.54958
C 1.89440 -1.46559 2.03612
H 1.47022 -1.89916 2.94361
H 1.73707 -2.19165 1.23911
H 2.96076 -1.31720 2.17903
H 3.04265 0.84547 2.02457
H 1.70866 1.50912 2.94419
H 1.83214 1.81022 1.18709